No. 1
13
Properties=species:S:1:pos:R:3 method="wB97M-V/def2-TZVPD" max_force_ha_per_bohr=0.09868 e_above_lowest_kcal_mol=72.0 smiles=CN.CO total_energy_ev=-5754.40306 total_charge=0
O 2.5280 -0.3416 -0.7600
N -0.8024 1.4876 -0.2422
C 1.9388 -1.3333 0.1709
C -1.9321 0.4149 0.0359
H 1.9066 0.4608 -0.4787
H 1.8212 -0.8770 1.3080
H -1.6525 -0.2871 0.8733
H -2.4309 -0.3644 -0.8880
H 0.9256 -1.6566 -0.1627
H 2.4712 -2.4068 0.0535
H -2.8213 0.7875 0.3970
H -1.1098 1.9776 -1.0431
H -0.8423 2.1384 0.7361

No. 2
13
Properties=species:S:1:pos:R:3 method="wB97M-V/def2-TZVPD" max_force_ha_per_bohr=0.04717 e_above_lowest_kcal_mol=14.5 smiles=CNC.O total_energy_ev=-5756.89572 total_charge=0
O -0.5879 -2.4992 2.0597
N 0.0916 0.3585 -0.0414
C 0.6949 1.6929 -0.0694
C -0.4416 -0.0176 -1.3323
H -0.0567 2.4390 -0.3575
H -0.8459 -1.0261 -1.2424
H -0.4596 0.0865 0.7317
H 0.1171 -1.9774 2.3660
H -1.1683 0.7146 -1.7161
H 1.0751 1.8892 0.9316
H 0.3537 -0.0656 -2.0804
H -0.2866 -3.2533 1.5331
H 1.5144 1.6584 -0.7825